(1)
78
Properties=species:S:1:pos:R:3 method="wB97M-V/def2-TZVPD" homo_lumo_gap_ev=7.63 charge=+1
N 0.57 -0.29 -6.13
N 0.12 0.86 -2.93
N -2.43 -1.28 0.20
N 7.01 1.37 3.53
C -0.27 0.10 -7.13
C 2.21 -1.77 1.33
C -1.10 2.92 1.41
C 1.50 -1.17 -6.62
C 4.84 0.89 3.59
C 1.53 2.30 0.80
C 0.12 -0.55 -8.29
C 5.57 -0.25 4.01
C 0.18 3.15 0.41
C 1.24 -1.35 -7.96
C -1.97 -0.20 -0.76
C 1.25 0.82 1.47
C 1.10 -2.58 0.39
C 2.33 -0.22 0.74
C -0.35 -2.56 1.17
C -1.66 -2.58 0.13
C -3.96 -1.47 0.11
C -2.45 0.16 3.75
C -4.58 0.44 2.01
C -2.02 -0.61 -2.35
C -3.97 0.76 3.50
C -4.62 -1.15 1.60
C 6.90 0.07 3.96
C 5.76 1.87 3.30
C -1.37 0.68 -3.18
H -0.91 0.24 -0.53
H 1.52 -3.69 0.26
H -0.14 3.01 -0.72
H 2.26 -1.59 -5.98
H 3.77 0.99 3.51
H -0.37 -1.66 1.92
H -4.27 -2.56 -0.19
H -4.44 -0.74 -0.70
H 0.52 0.02 -5.17
H 3.41 0.21 1.01
H -0.36 -0.45 -9.26
H -1.07 0.80 -6.95
H -2.32 -0.95 3.36
H -5.77 -1.46 1.61
H 7.79 -0.51 4.19
H 0.15 0.43 1.37
H 1.79 -1.99 -8.64
H -1.61 0.82 3.22
H -0.88 3.19 2.53
H 1.76 -1.71 2.42
H -5.64 0.98 1.95
H -3.85 1.95 3.57
H -2.24 0.13 4.91
H 1.51 0.78 2.63
H 2.18 2.17 -0.18
H -2.73 0.70 -0.62
H 1.05 -2.01 -0.64
H 0.48 4.30 0.51
H -1.89 1.70 -2.86
H -1.95 3.67 1.05
H -1.49 0.52 -4.35
H 2.18 2.90 1.56
H -1.32 -2.91 -0.94
H -0.38 -3.56 1.82
H -3.10 -0.78 -2.78
H -1.51 1.84 1.25
H 7.88 1.87 3.40
H 5.16 -1.20 4.32
H -4.11 -1.83 2.42
H -3.88 1.03 1.23
H 0.38 1.85 -2.69
H -1.32 -1.53 -2.63
H -2.37 -3.43 0.57
H -4.68 0.43 4.39
H 0.49 0.22 -2.20
H -2.27 -0.89 1.18
H 2.23 -0.19 -0.45
H 3.24 -2.35 1.32
H 5.63 2.89 2.95

(2)
85
Properties=species:S:1:pos:R:3 method="wB97M-V/def2-TZVPD" homo_lumo_gap_ev=5.99 relative_energy_kcal_mol=71.3 charge=-1
O 0.19 -6.86 -7.65
O -1.12 1.05 -7.81
O 5.97 -2.97 -6.07
O -5.37 -3.45 -4.20
O -0.98 -8.73 2.70
O 3.38 -3.17 -1.16
O -4.10 0.44 4.29
O 2.00 -2.89 -2.88
O -0.51 3.33 -2.23
O 1.20 -3.22 -0.80
O 4.89 3.72 -5.12
C 4.39 2.82 -5.83
C 4.53 2.86 -7.34
C 1.36 -7.39 -5.63
C -3.29 0.26 -7.31
C 3.57 1.69 -5.23
C -1.18 -1.36 -7.52
C 5.92 -2.60 -7.28
C -2.02 3.18 -0.41
C -1.44 1.16 -1.80
C -4.68 -1.89 3.95
C 7.11 -2.00 -7.92
C -2.46 -0.92 3.28
C -2.01 -8.96 0.50
C -4.65 -3.43 -1.91
C -4.56 -3.84 -3.36
C 2.17 -3.10 -1.58
C -3.80 -0.63 3.85
C 0.99 -7.60 -7.08
C -1.80 0.03 -7.58
C 4.57 -2.68 -8.03
C -1.29 2.65 -1.57
C -2.33 -6.89 2.02
C 1.63 -8.78 -7.76
C -3.34 -4.65 -3.72
C -1.78 -8.26 1.84
H -5.62 -2.95 -1.73
H 2.96 -2.90 -2.92
H 3.92 -3.32 -7.43
H 0.87 -8.14 -5.00
H -2.47 0.94 -2.09
H -3.28 -4.69 -4.81
H -3.05 -9.27 0.55
H -3.05 2.82 -0.41
H -1.50 2.84 0.49
H -0.53 -1.55 -8.37
H -3.57 -0.11 -6.32
H -1.83 -6.37 2.84
H -3.42 -5.65 -3.29
H -0.61 -1.41 -6.59
H 6.92 -1.80 -8.98
H -3.46 1.33 -7.32
H 3.72 3.46 -7.77
H -2.08 -1.78 3.84
H -1.97 -8.17 -0.25
H 7.39 -1.01 -7.58
H -4.94 -2.36 3.00
H -4.09 -2.61 4.51
H 1.00 -6.45 -5.22
H 4.59 -2.90 -9.09
H -2.38 -4.26 -3.38
H 2.71 1.63 -5.90
H 3.27 1.92 -4.21
H -0.75 0.76 -2.55
H -4.54 -4.33 -1.32
H -2.00 4.26 -0.37
H -3.83 -2.75 -1.70
H -1.34 -9.80 0.32
H 4.46 1.86 -7.78
H 2.44 -7.43 -5.56
H 4.12 -1.68 -8.07
H 7.92 -2.73 -7.82
H -1.92 -2.14 -7.36
H -5.58 -1.59 4.49
H -2.06 -6.42 1.08
H -1.81 -0.04 3.29
H 5.50 3.27 -7.63
H -3.41 -6.87 2.17
H -3.88 -0.13 -8.14
H 1.09 -9.70 -7.56
H 1.66 -8.62 -8.84
H -2.59 -1.30 2.27
H -1.37 0.70 -0.82
H 2.67 -8.92 -7.47
H 4.11 0.75 -5.14

(3)
96
Properties=species:S:1:pos:R:3 method="wB97M-V/def2-TZVPD" homo_lumo_gap_ev=7.82 charge=+1
S -0.71 -0.26 0.57
O 10.38 4.46 5.69
O 3.43 1.17 -3.62
O -7.82 0.21 -3.95
O -3.62 -2.03 -2.71
O 3.38 3.40 -3.32
O -4.13 -2.83 -4.76
O 1.57 -5.05 5.86
O 9.05 3.80 -0.74
O 10.19 5.37 3.63
O 0.14 -4.16 4.51
O -7.95 1.99 -5.34
O -11.15 -5.68 -0.35
O 6.96 3.36 -0.99
O 0.47 -3.20 6.52
O 7.62 4.38 0.91
O 11.77 6.06 4.92
O -8.94 -5.48 -0.76
O -10.46 -3.95 -1.45
O -4.92 -3.85 -3.04
O 1.75 2.22 -2.55
O -9.08 1.87 -3.39
C -10.89 -6.91 0.32
C -9.40 -3.20 -2.03
C 10.74 5.22 4.83
C -1.84 -0.09 3.21
C -1.40 0.04 2.12
C -6.92 -0.41 -4.87
C 9.05 4.52 3.39
C -4.17 -2.83 -3.43
C 10.14 4.33 0.02
C 1.14 0.96 -2.35
C 12.47 6.01 6.16
C 1.99 -0.61 1.17
C -3.35 -1.78 -5.34
C -0.81 -3.15 4.23
C 0.71 -1.39 0.81
C 4.63 3.50 -4.02
C 5.62 3.40 -0.49
C -5.05 -3.97 -1.62
C 2.91 2.17 -3.21
C -8.26 1.42 -4.33
C 7.86 3.89 -0.16
C 0.71 -4.06 5.72
C -9.63 3.16 -3.66
C -10.07 -5.08 -0.85
C 2.25 -5.07 7.12
H 2.85 -4.16 7.24
H -9.83 -2.32 -2.49
H 2.07 -0.41 2.24
H 0.21 1.12 -1.81
H -6.02 0.20 -4.99
H 11.81 6.28 6.98
H -5.68 -4.84 -1.42
H -10.28 3.42 -2.83
H -8.69 -2.89 -1.26
H 2.92 -5.92 7.11
H -7.41 -0.56 -5.83
H -11.84 -7.29 0.68
H -3.39 -1.88 -6.42
H 1.78 0.31 -1.76
H -10.45 -7.63 -0.36
H 2.84 -1.18 0.79
H 11.04 4.19 -0.57
H -2.31 -1.86 -5.02
H 5.41 2.95 -3.49
H 12.89 5.02 6.33
H 13.28 6.73 6.11
H -1.66 -0.97 -0.11
H 0.49 -2.09 1.62
H 9.34 3.47 3.45
H 8.26 4.73 4.11
H 0.90 0.49 -3.31
H -10.24 -6.74 1.18
H -4.08 -4.14 -1.16
H 1.55 -5.18 7.94
H 4.54 3.14 -5.04
H 4.91 4.55 -4.04
H 5.29 4.42 -0.34
H -5.53 -3.09 -1.20
H 10.25 3.80 0.96
H 10.00 5.40 0.19
H -1.20 -3.33 3.23
H -2.14 -0.28 4.22
H 0.86 -1.91 -0.14
H 4.98 2.94 -1.24
H 2.05 0.36 0.66
H -8.90 -3.78 -2.80
H -8.84 3.91 -3.73
H 5.54 2.83 0.44
H -10.22 3.15 -4.57
H 8.69 4.73 2.38
H -3.76 -0.81 -5.07
H -0.33 -2.16 4.25
H -6.64 -1.37 -4.46
H -1.63 -3.18 4.94

(4)
83
Properties=species:S:1:pos:R:3 method="wB97M-V/def2-TZVPD" homo_lumo_gap_ev=6.76 charge=-1
I -2.75 0.76 3.71
S 0.13 5.88 -3.61
S -1.38 3.63 -2.48
P -3.72 0.40 0.01
O -1.59 2.92 2.18
O 0.91 -5.61 0.12
O 0.36 5.89 0.22
N 1.10 4.35 -1.66
C -3.62 1.73 -1.39
C 1.40 -7.81 -0.56
C 2.09 5.39 -1.40
C 1.23 1.50 3.26
C 1.63 0.91 1.91
C 0.69 -7.86 0.79
C -2.53 -2.24 -0.42
C 0.89 3.61 -0.42
C -2.24 3.92 -0.90
C -1.89 1.04 0.78
C 1.32 -2.27 -0.91
C 0.05 4.69 -2.46
C -1.05 -2.44 -0.08
C 2.61 -0.26 2.04
C 1.03 -6.41 -1.05
C -3.59 3.20 -0.98
C 1.53 -0.75 -0.99
C 3.41 -0.72 0.79
C -2.77 -0.87 -1.08
C 0.88 -6.43 1.29
C 2.91 -0.23 -0.58
C -1.92 1.82 1.97
C 0.71 4.62 0.74
C -0.12 -2.64 -1.28
C 1.44 6.46 -0.50
H 0.75 -0.24 -0.40
H 0.71 0.57 1.41
H 2.07 -1.12 2.46
H 1.64 4.71 1.32
H 2.47 5.82 -2.33
H -3.34 -0.96 -2.01
H -1.39 0.09 0.99
H 2.20 6.85 0.20
H 2.07 1.70 1.29
H 1.83 -6.32 1.83
H -0.37 -8.07 0.65
H -1.33 1.61 0.03
H 0.44 2.24 3.16
H 1.09 -8.59 -1.25
H 1.34 -0.45 -2.04
H -2.86 -3.06 -1.06
H 0.08 -6.42 -1.58
H 0.85 0.71 3.93
H -5.02 -0.11 -0.47
H -4.06 3.30 0.02
H 0.08 -6.08 1.93
H -2.78 1.50 -2.06
H 1.10 -8.60 1.47
H 2.48 -7.89 -0.42
H -0.17 -3.70 -1.57
H -0.08 4.30 1.42
H -4.54 1.54 -1.97
H -1.80 -0.42 -1.33
H -3.12 -2.30 0.51
H -0.71 -1.57 0.50
H 1.03 7.29 -1.08
H -0.42 -2.01 -2.13
H 0.05 2.93 -0.54
H 2.09 1.97 3.75
H -0.92 -3.31 0.58
H 3.65 -0.54 -1.34
H 3.43 -1.82 0.77
H -4.40 1.40 0.86
H -2.41 5.00 -0.81
H 4.45 -0.40 0.90
H -4.22 3.78 -1.67
H 1.78 2.98 -0.23
H -3.76 -0.52 1.14
H 1.50 -2.63 0.11
H 2.90 0.86 -0.60
H 1.78 -5.96 -1.70
H 3.34 0.03 2.82
H 2.06 -2.76 -1.56
H 2.94 4.90 -0.89
H -1.65 3.62 -0.03

(5)
103
Properties=species:S:1:pos:R:3 method="wB97M-V/def2-TZVPD" homo_lumo_gap_ev="7.05 / 5.07" spin_multiplicity=3 s_squared=2.11
Ni 0.18 31.61 -1.05
S -0.65 28.31 -1.05
S 1.36 28.80 -2.06
F 2.29 30.09 -2.48
F -1.98 29.18 -0.67
O -1.25 27.61 -2.17
O -0.41 27.59 0.13
O 2.21 24.68 -1.27
O -2.10 24.53 0.87
O -3.01 29.25 -7.41
O -4.70 27.61 1.56
O 2.40 28.22 -1.23
O 1.55 32.83 -1.79
O -5.21 28.88 -0.04
O 1.25 31.90 0.70
O 6.08 33.70 -1.07
O 1.09 28.28 -3.43
O 7.45 29.03 -1.30
O 2.48 31.38 -6.45
O -2.65 23.67 2.76
O 5.79 32.62 1.68
O 6.86 30.97 -0.59
N -2.42 24.63 2.03
N -4.70 28.68 1.03
N 0.31 29.70 -1.37
N 6.68 29.96 -1.30
N -3.93 28.11 -4.68
C -0.06 24.24 -1.79
C -4.03 29.89 1.70
C 4.92 33.38 -0.55
C 2.39 32.34 0.44
C 4.55 25.30 -0.94
C -2.11 29.24 -6.31
C -6.00 29.37 -5.70
C 2.33 29.00 -6.85
C 3.59 32.30 1.28
C 0.93 24.44 -0.66
C 3.88 33.41 -1.44
C 4.78 32.84 0.85
C 3.28 24.67 -0.30
C -3.79 25.64 -3.82
C -3.24 26.70 -4.67
C -5.15 28.04 -5.61
C 1.59 30.31 -6.50
C 3.14 31.65 -5.22
C 5.35 29.89 -2.06
C -2.40 29.04 -8.62
C -4.50 28.39 -3.24
C 2.59 32.88 -1.08
C -2.37 25.94 2.73
C 4.49 32.24 -5.47
C -2.93 29.29 -5.00
H -3.74 25.91 -2.76
H -3.76 28.25 -2.46
H -1.51 28.33 -6.41
H -2.24 29.26 -4.16
H -1.44 29.55 -8.75
H -4.41 30.78 1.20
H 3.09 29.10 -7.62
H 1.03 30.14 -5.59
H 4.01 33.66 -2.48
H 0.13 25.04 -2.51
H -4.74 27.76 -6.58
H -2.19 28.01 -8.91
H -2.26 26.94 -4.26
H -4.79 25.30 -4.09
H -3.53 30.19 -4.89
H 2.52 32.26 -4.55
H 5.20 31.71 -6.10
H 2.84 28.63 -5.96
H 0.99 23.49 -0.12
H -1.45 25.98 3.31
H 3.48 23.68 0.11
H 5.28 25.40 -0.14
H -3.20 26.13 3.41
H 0.78 30.48 -7.21
H 3.51 31.64 2.13
H -4.37 29.88 2.73
H 4.62 30.40 -1.43
H 0.10 23.32 -2.36
H 1.66 28.18 -7.12
H -1.07 24.40 -1.42
H 4.26 33.18 -5.97
H 5.41 30.43 -3.01
H -5.80 27.27 -5.20
H 3.00 25.30 0.54
H -6.38 29.66 -4.73
H -5.34 27.73 -3.05
H -4.75 29.45 -3.19
H 0.64 25.25 0.01
H 5.11 24.73 -1.67
H -3.04 29.38 -9.43
H -6.87 29.22 -6.33
H -2.43 26.70 1.94
H 5.09 28.84 -2.23
H -2.95 29.79 1.57
H -3.12 26.58 -5.75
H 5.04 32.53 -4.57
H -5.44 30.21 -6.11
H 3.35 30.72 -4.70
H -3.09 24.80 -3.86
H 4.36 26.32 -1.29
H -1.48 30.12 -6.39